Formula: C57H71N9O3PSbW
Source: the OMol25 dataset
Level of theory: ωB97M-V with the def2-TZVPD basis set

Summary:
net charge = +2
molecular weight = 1266.8 g mol⁻¹
E_LUMO (spin up / spin down) = -6.48 / -6.46 eV
E_HOMO (spin up / spin down) = -10.8 / -11.6 eV
multiplicity = 3

Positions of all 143 atoms, in Å:
W1 -0.548 -0.850 -0.560
Sb1 -0.131 -1.299 -4.202
P1 3.152 1.749 1.083
O1 1.919 1.153 0.460
O2 1.482 -4.711 -2.640
O3 0.333 -1.159 1.135
N1 1.119 -3.885 -1.609
N2 -1.053 2.340 2.537
N3 0.173 -2.356 0.415
N4 -2.502 -1.261 0.265
N5 -1.468 -2.824 -1.907
N6 -1.364 1.375 0.420
N7 -2.374 3.417 0.976
N8 -0.219 1.029 -1.908
N9 1.701 -1.004 -1.687
C1 -6.347 -3.556 -1.973
C2 0.951 -3.399 0.670
C3 -2.806 -4.762 -2.370
C4 1.328 -4.302 -0.408
C5 5.680 2.265 -2.040
C6 6.972 1.136 -0.356
C7 -5.007 -0.015 -2.233
C8 3.926 -0.600 -3.381
C9 -3.453 -0.020 2.223
C10 -3.600 -1.263 -0.663
C11 -4.256 -2.303 1.882
C12 -2.213 -3.333 -4.141
C13 -0.128 2.272 -2.358
C14 1.765 5.508 1.873
C15 4.570 2.221 -1.214
C16 -1.170 0.164 -2.385
C17 -1.571 2.340 1.282
C18 -1.976 -1.945 2.678
C19 4.649 1.636 0.051
C20 -2.007 0.607 -3.418
C21 2.920 6.277 1.879
C22 1.833 4.148 1.605
C23 4.266 -0.066 5.157
C24 -0.959 2.738 -3.392
C25 5.860 1.099 0.478
C26 4.979 1.018 4.660
C27 2.628 -0.610 -3.880
C28 -3.024 -1.401 1.702
C29 -1.946 -4.407 -0.078
C30 2.954 -1.094 -1.227
C31 -1.480 -2.597 -3.229
C32 3.063 3.545 1.353
C33 -2.941 -4.428 -3.694
C34 -1.989 4.779 1.317
C35 3.567 1.056 2.705
C36 -1.710 3.011 3.652
C37 4.146 5.687 1.612
C38 -0.034 1.389 2.927
C39 1.570 -0.843 -3.018
C40 2.845 -0.018 3.217
C41 3.244 -1.535 0.172
C42 4.072 -0.904 -2.054
C43 6.885 1.721 -1.611
C44 4.221 4.326 1.358
C45 -3.962 -0.086 -1.321
C46 1.339 -3.658 2.088
C47 -4.398 -2.377 -0.931
C48 -5.769 -1.152 -2.470
C49 -5.483 -2.335 -1.802
C50 0.826 3.215 -1.708
C51 4.631 1.580 3.443
C52 1.980 -5.623 -0.107
C53 -2.074 -3.948 -1.495
C54 -5.315 1.267 -2.965
C55 -1.891 1.898 -3.941
C56 -3.403 3.324 -0.036
C57 3.195 -0.577 4.438
H1 5.059 -1.010 -1.621
H2 0.936 3.540 1.576
H3 -2.685 3.385 3.357
H4 -7.122 -3.394 -2.720
H5 2.383 -1.432 0.816
H6 1.521 3.629 -2.443
H7 -2.773 -0.064 -3.792
H8 5.045 6.290 1.595
H9 -1.076 4.777 1.903
H10 1.115 -2.788 2.700
H11 -1.809 5.351 0.401
H12 -4.001 -0.126 3.161
H13 -3.913 2.365 0.029
H14 -5.124 -1.941 1.334
H15 -1.035 -1.421 2.596
H16 4.779 -0.417 -4.021
H17 5.950 0.658 1.462
H18 7.910 0.713 -0.021
H19 7.757 1.765 -2.252
H20 3.563 -2.581 0.134
H21 -2.802 -5.017 0.207
H22 -6.600 -1.109 -3.167
H23 5.184 3.877 1.149
H24 -4.506 -2.287 2.943
H25 5.185 2.434 3.073
H26 -1.810 -3.018 2.545
H27 -2.777 5.283 1.882
H28 -4.145 4.097 0.161
H29 2.003 -0.407 2.660
H30 0.812 5.979 2.076
H31 -3.278 -5.652 -1.978
H32 -3.424 0.820 -1.097
H33 1.459 -6.441 -0.613
H34 -4.202 -3.316 -0.439
H35 -3.024 3.478 -1.057
H36 -1.854 2.287 4.457
H37 -1.105 3.832 4.043
H38 1.966 -5.835 0.958
H39 -2.536 2.234 -4.743
H40 -4.066 -3.343 1.613
H41 3.632 2.653 -1.543
H42 5.609 2.727 -3.017
H43 -3.546 -5.020 -4.368
H44 -1.054 -5.030 0.023
H45 0.334 0.882 2.046
H46 -0.850 3.758 -3.736
H47 1.366 2.711 -0.916
H48 -0.438 0.655 3.631
H49 -6.838 -3.808 -1.030
H50 -5.751 -4.422 -2.271
H51 0.277 4.060 -1.284
H52 4.068 -0.962 0.591
H53 -6.373 1.517 -2.892
H54 -2.580 0.590 2.404
H55 2.862 7.338 2.084
H56 -5.092 1.159 -4.031
H57 5.810 1.423 5.223
H58 2.630 -1.417 4.825
H59 2.402 -3.888 2.185
H60 -1.848 -3.556 0.583
H61 -2.350 -1.800 3.693
H62 0.774 -4.504 2.489
H63 -4.733 2.105 -2.577
H64 -1.824 1.665 -0.430
H65 3.022 -5.628 -0.436
H66 -2.191 -3.066 -5.191
H67 -4.106 0.476 1.501
H68 0.791 1.913 3.416
H69 4.543 -0.507 6.105
H70 2.435 -0.477 -4.939
H71 1.889 -5.528 -2.309